1.
This record from the Open Molecules 2025 dataset describes a gas-phase ion, C3H6N (charge +1). The level of theory is ωB97M-V/def2-TZVPD.

Each line ends with the Löwdin charge.
CARTESIAN COORDINATES (ANGSTROEM)
C (2.17, 0.32, -0.05)  0.2267
C (1.09, -0.18, 0.01)  -0.1414
N (-0.22, -0.65, 0.00)  -0.0346
C (-1.17, 0.43, -0.06)  -0.0390
H (3.17, 0.62, 0.07)  0.0634
H (-0.32, -0.89, 1.08)  0.2488
H (-0.29, -1.52, -0.67)  0.2615
H (-1.13, 0.92, -1.06)  0.1285
H (-2.19, -0.08, -0.20)  0.1369
H (-1.11, 1.03, 0.89)  0.1493

## Properties
E_LUMO = -4.31 eV
Kohn-Sham gap = 11.7 eV
E_HOMO = -16.049 eV
SMILES = C#C[NH2+]C
ΔE to the lowest compared entry with this formula, charge and spin = 56.4 kcal/mol
Charge = +1
DFT total energy = -172.2688 Eh

2.
This record from the Open Molecules 2025 dataset describes a molecular structure, C10H10Cl5F6GePRe. The level of theory is ωB97M-V/def2-TZVPD.

Each line ends with the Löwdin charge.
CARTESIAN COORDINATES (ANGSTROEM)
Re (0.54, 0.39, 0.00)  1.3354
Cl (-0.60, 0.96, 2.11)  0.8081
C (-1.28, 2.15, 1.00)  -0.6107
C (-0.75, 1.90, -0.25)  -0.3987
C (-1.12, 2.73, -1.31)  -0.6769
Cl (-0.51, 2.44, -2.88)  0.7657
C (-2.02, 3.77, -1.06)  -0.6820
Cl (-2.50, 4.81, -2.33)  0.7492
C (-2.52, 3.98, 0.24)  -0.6670
Cl (-3.61, 5.26, 0.53)  0.7756
C (-2.15, 3.16, 1.31)  -0.6975
Cl (-2.73, 3.36, 2.91)  0.7637
F (1.98, 0.59, -1.45)  -0.3545
P (3.55, 1.19, -0.57)  0.2851
F (3.76, -0.34, -0.30)  -0.0864
F (2.38, 1.07, 0.83)  -0.3318
F (2.92, 2.60, -0.78)  -0.0756
F (4.67, 1.66, 0.38)  -0.0198
F (4.28, 1.17, -1.92)  -0.0263
C (-1.55, -2.86, 1.63)  -0.2051
Ge (-0.27, -2.70, 0.20)  0.7705
C (-0.55, -3.91, -1.27)  -0.2010
C (1.57, -2.64, 0.80)  -0.2252
C (-0.63, -0.83, -0.55)  -0.3437
H (-1.49, -3.88, 2.03)  0.0399
H (-2.56, -2.69, 1.27)  0.0364
H (-1.33, -2.16, 2.43)  0.0163
H (-0.40, -4.93, -0.90)  0.0399
H (0.15, -3.73, -2.08)  0.0369
H (-1.57, -3.83, -1.65)  0.0352
H (1.82, -3.53, 1.39)  0.0412
H (1.76, -1.78, 1.46)  0.0116
H (2.26, -2.60, -0.04)  0.0296
H (-1.51, -0.78, -1.18)  0.0620

## Properties
E_LUMO (alpha / beta) = -5.78 / -5.78 eV
Kohn-Sham gap (alpha / beta) = 7.0 / 7.0 eV
E_HOMO (alpha / beta) = -12.762 / -12.759 eV
ΔE to the lowest compared entry with this formula, charge and spin = 0.0 kcal/mol
Charge = +1
DFT total energy = -5783.6083 Eh

3.
This record from the Open Molecules 2025 dataset describes a molecular structure, C14H35B3N2O10P. The level of theory is ωB97M-V/def2-TZVPD.

Each line ends with the Löwdin charge.
CARTESIAN COORDINATES (ANGSTROEM)
C (1.84, 3.97, 2.56)  -0.2783
P (0.78, 2.68, 1.68)  0.9242
O (1.01, 2.77, 0.00)  -0.3679
B (1.57, 1.01, 2.28)  -0.6494
O (2.65, 0.39, 1.60)  0.1710
B (3.78, 0.60, 2.44)  -0.3244
O (3.51, 0.61, 3.82)  0.2143
B (2.35, -0.23, 3.95)  -0.3834
C (2.35, -1.72, 4.52)  -0.5988
O (1.55, -2.52, 3.97)  -0.0579
O (3.09, -2.09, 5.48)  -0.0762
O (1.14, 0.37, 3.45)  0.2256
H (2.91, 3.68, 2.44)  0.0381
H (1.62, 5.00, 2.23)  0.0304
H (1.61, 3.81, 3.65)  0.0511
H (0.14, 2.55, -0.41)  0.0117
H (4.86, 0.73, 1.98)  0.1093
C (1.57, -8.48, -1.34)  -0.1265
O (0.55, -7.82, -0.61)  -0.1964
C (0.52, -8.18, 0.77)  -0.2179
C (0.97, -7.02, 1.65)  -0.2151
N (2.40, -6.77, 1.51)  -0.0587
C (2.85, -5.52, 2.13)  -0.1824
C (2.29, -4.21, 1.58)  -0.2089
O (2.73, -3.91, 0.25)  -0.1785
C (1.98, -4.52, -0.78)  -0.1189
H (1.41, -8.28, -2.40)  0.0850
H (2.56, -8.11, -1.07)  0.0758
H (1.53, -9.56, -1.19)  0.0832
H (1.10, -9.08, 0.97)  0.1166
H (-0.53, -8.40, 1.00)  0.1158
H (0.74, -7.25, 2.69)  0.1234
H (0.38, -6.14, 1.36)  0.1060
H (2.64, -6.74, 0.53)  0.0590
H (3.94, -5.49, 2.02)  0.1162
H (2.64, -5.57, 3.21)  0.1236
H (2.68, -3.41, 2.20)  0.1019
H (1.20, -4.14, 1.65)  0.1132
H (0.93, -4.63, -0.51)  0.0871
H (2.41, -5.49, -1.05)  0.0643
H (2.04, -3.88, -1.66)  0.0817
C (-5.52, 6.67, -1.23)  -0.1159
O (-5.39, 6.01, -2.48)  -0.1947
C (-4.70, 6.77, -3.46)  -0.2165
C (-3.33, 6.17, -3.76)  -0.2156
N (-2.42, 6.36, -2.64)  -0.0537
C (-1.17, 5.59, -2.75)  -0.1931
C (-1.27, 4.07, -2.76)  -0.2174
O (-1.71, 3.50, -1.53)  -0.1997
C (-3.12, 3.47, -1.36)  -0.0877
H (-6.20, 6.09, -0.61)  0.0891
H (-4.56, 6.74, -0.71)  0.0773
H (-5.95, 7.67, -1.36)  0.0862
H (-4.62, 7.83, -3.18)  0.1200
H (-5.30, 6.72, -4.37)  0.1185
H (-2.91, 6.66, -4.65)  0.1211
H (-3.48, 5.11, -3.98)  0.1029
H (-2.88, 6.08, -1.78)  0.0654
H (-0.56, 5.88, -1.89)  0.1216
H (-0.64, 5.92, -3.64)  0.1167
H (-0.26, 3.68, -2.92)  0.1220
H (-1.87, 3.69, -3.60)  0.1104
H (-3.65, 3.33, -2.31)  0.0891
H (-3.46, 4.37, -0.86)  0.0720
H (-3.35, 2.63, -0.71)  0.0932

## Properties
E_LUMO = 2.15 eV
Kohn-Sham gap = 6.6 eV
E_HOMO = -4.433 eV
Charge = -1
DFT total energy = -1832.4530 Eh

4.
This record from the Open Molecules 2025 dataset describes 12 unconnected molecules or ions with the total composition C3H32NO14S. The level of theory is ωB97M-V/def2-TZVPD.

Each line ends with the Löwdin charge.
CARTESIAN COORDINATES (ANGSTROEM)
O (-0.18, 1.90, -0.57)  -0.0411
C (0.28, 1.93, 0.75)  -0.5482
O (-0.86, 2.25, 1.54)  0.0359
C (0.89, 0.48, 1.08)  -0.2471
C (0.12, -0.15, 2.16)  -0.4787
S (0.40, -1.99, 2.36)  0.7483
N (0.71, -0.27, -0.24)  0.1575
H (-1.36, 2.98, 1.14)  0.1281
H (2.14, 0.61, 1.29)  0.1996
H (0.25, 0.39, 3.13)  0.1224
H (-0.98, -0.12, 1.85)  0.0575
H (-0.93, -2.21, 2.85)  -0.0991
H (-0.32, -0.71, -0.25)  0.1752
H (0.65, 0.27, -1.18)  0.1469
H (1.15, -1.28, -0.42)  0.1361
H (-0.49, 2.83, -0.81)  0.0641
H (0.28, 3.96, -2.09)  0.0705
O (-0.62, 4.17, -1.79)  -0.0642
H (4.37, -1.47, 2.55)  0.1370
H (3.97, -1.19, 0.89)  -0.0032
O (3.84, -0.96, 1.81)  -0.1142
H (-0.42, -0.36, -3.42)  -0.0458
H (0.31, 0.34, -4.27)  0.0393
O (0.36, 0.18, -3.34)  -0.0516
H (-1.30, 4.07, -2.58)  0.1554
H (1.21, 3.68, 0.85)  0.0936
O (1.39, 2.77, 0.95)  0.0934
H (-2.53, -0.90, -4.41)  0.0662
H (-2.50, 0.15, -3.18)  0.0176
O (-2.13, -0.59, -3.63)  -0.0330
H (3.59, 0.52, 2.94)  -0.0199
H (3.31, 2.00, 2.59)  0.0113
O (3.24, 1.35, 3.27)  -0.0468
H (-3.12, 0.83, -0.72)  0.0233
H (-2.03, 1.53, -1.26)  -0.0425
O (-2.69, 0.99, -1.56)  0.0078
H (3.85, -2.52, -1.14)  0.0662
H (2.37, -2.71, -0.55)  -0.0327
O (3.15, -2.09, -0.62)  -0.0992
H (0.96, -4.09, 0.01)  0.0247
H (0.26, -3.15, -1.03)  0.0824
O (1.03, -3.27, -0.36)  -0.0884
H (-3.99, 0.38, 1.57)  0.0945
H (-2.48, 1.01, 1.92)  0.1141
O (-3.06, 0.50, 1.22)  -0.1207
H (-0.72, -2.47, -3.15)  0.1007
H (-1.55, -1.64, -2.06)  0.1582
O (-0.58, -2.17, -2.20)  -0.1501
H (-3.28, -1.57, 2.07)  -0.0507
H (-3.13, -2.50, 3.29)  0.0908
O (-2.82, -1.71, 2.80)  -0.0413

## Properties
E_LUMO = -2.68 eV
Kohn-Sham gap = 8.6 eV
E_HOMO = -11.320 eV
ΔE to the lowest compared entry with this formula, charge and spin = 84.6 kcal/mol
Charge = +1
DFT total energy = -1639.4856 Eh